Record 1
Density functional theory data (the ωB97M-V functional and the def2-TZVPD basis) for a 4-piece molecular cluster, C23H19BrFN3O11 overall.

Calculated values
- E_HOMO: -9.8117 eV
- E_LUMO: -0.69 eV

```
58
Properties=species:S:1:pos:R:3:forces:R:3
O -2.359 2.018 -1.156 0.308 0.193 0.050
C -3.359 1.815 -1.731 -0.204 -0.308 -0.193
F -4.362 2.712 -1.752 -0.139 0.057 0.116
C -3.737 0.580 -2.508 -0.042 -0.128 -0.030
O -2.544 0.088 -3.108 0.025 0.397 0.035
C -2.691 -0.493 -4.297 0.162 0.136 0.110
O -3.719 -0.852 -4.786 -0.311 -0.267 -0.132
O -1.477 -0.581 -4.858 0.243 -0.366 0.293
C -1.181 -1.827 -5.495 -0.052 0.097 -0.369
C 0.236 -2.172 -5.058 0.192 0.138 -0.218
O 1.216 -1.898 -5.664 -0.301 -0.128 0.138
Br 0.309 -3.086 -3.366 -0.010 0.069 -0.017
H -4.122 -0.160 -1.802 -0.060 0.066 -0.005
H -4.497 0.799 -3.254 0.039 -0.023 0.002
H -1.190 -1.708 -6.579 0.005 0.063 0.041
H -1.889 -2.597 -5.194 0.018 0.032 -0.014
C -0.073 4.752 0.922 0.023 -0.020 0.037
C -0.455 3.418 0.877 0.001 0.027 0.119
C 0.355 2.443 1.438 0.014 -0.045 0.019
C 1.532 2.835 2.050 0.004 0.038 -0.024
C 1.937 4.157 2.104 0.014 0.082 0.007
C 1.123 5.119 1.528 -0.029 -0.025 -0.006
N 2.385 1.808 2.677 0.040 -0.008 -0.003
O 2.019 0.651 2.612 0.010 0.036 0.013
O 3.405 2.178 3.227 -0.043 -0.026 -0.031
H -0.710 5.509 0.483 0.006 -0.001 -0.006
H -1.380 3.114 0.413 0.046 0.115 -0.041
H 0.068 1.404 1.402 0.074 -0.008 0.040
H 2.865 4.422 2.586 0.004 -0.048 0.014
H 1.421 6.159 1.559 0.003 -0.002 -0.003
C -4.315 1.800 5.915 0.004 -0.005 -0.017
C -5.234 1.791 4.873 0.025 -0.001 0.022
C -4.837 1.417 3.599 -0.078 0.022 0.007
C -3.517 1.055 3.402 -0.002 0.002 -0.002
C -2.583 1.058 4.422 0.054 0.007 0.056
C -2.994 1.437 5.690 -0.032 0.008 -0.002
N -3.085 0.647 2.054 0.053 0.047 -0.023
O -3.910 0.677 1.158 0.006 -0.043 0.045
O -1.928 0.309 1.917 -0.152 -0.059 -0.088
H -4.631 2.090 6.908 0.002 0.005 -0.003
H -6.262 2.076 5.052 0.002 0.000 -0.002
H -5.533 1.405 2.774 0.037 -0.020 -0.026
H -1.560 0.771 4.224 -0.013 -0.012 -0.045
H -2.280 1.446 6.502 0.000 0.000 -0.002
C 6.902 -3.421 -1.016 -0.018 -0.011 -0.009
C 6.886 -4.416 -1.984 -0.005 0.023 0.024
C 5.684 -4.982 -2.381 0.069 -0.031 -0.034
C 4.518 -4.529 -1.792 0.005 0.011 -0.009
C 4.508 -3.542 -0.824 -0.004 0.054 0.054
C 5.717 -2.987 -0.436 0.030 -0.008 -0.011
N 3.234 -5.116 -2.217 -0.011 0.028 -0.043
O 3.261 -5.993 -3.058 -0.005 0.034 0.050
O 2.223 -4.678 -1.706 0.073 -0.174 0.148
H 7.843 -2.981 -0.712 -0.002 -0.004 0.004
H 7.810 -4.753 -2.435 -0.002 0.000 0.001
H 5.648 -5.756 -3.132 -0.051 0.005 0.001
H 3.576 -3.218 -0.387 -0.017 -0.022 -0.034
H 5.732 -2.214 0.320 -0.006 0.000 -0.002
```
Forces are in eV/Å.

Okay, here come the Löwdin numbers, in e, for every atom: 0.184 -0.430 0.116 -0.039 0.078 -0.587 0.164 0.044 -0.156 -0.769 0.075 0.835 0.155 0.140 0.140 0.122 -0.064 -0.055 0.003 -0.145 -0.009 -0.070 -0.354 0.075 0.069 0.107 0.076 0.099 0.116 0.105 -0.069 -0.064 -0.002 -0.142 0.004 -0.061 -0.325 0.071 0.078 0.108 0.108 0.119 0.122 0.110 -0.072 -0.067 -0.004 -0.144 0.002 -0.062 -0.348 0.077 -0.025 0.106 0.107 0.119 0.121 0.110

=====

Record 2
Density functional theory data (the ωB97M-V functional and the def2-TZVPD basis) for C23H19Cl5CrF3NO4SSi as an isolated structure.

Calculated values
- E_HOMO (spin up / spin down): -4.7549 / -4.7836 eV
- Multiplicity: 2
- ⟨S²⟩: 0.76
- Net charge: -1
- E_LUMO (spin up / spin down): 2.29 / 2.41 eV

```
58
Properties=species:S:1:pos:R:3:forces:R:3
Cr -0.148 0.213 -0.352 -0.410 -0.765 -0.315
C -0.995 0.115 3.820 -0.045 0.024 0.031
C -1.314 0.167 2.352 0.151 -0.010 -0.162
O -0.350 0.119 1.580 -0.069 -0.160 0.403
C -2.674 0.272 1.871 -0.082 -0.003 0.151
C -3.747 0.304 2.789 0.090 -0.009 -0.031
C -5.049 0.394 2.379 -0.032 0.006 -0.203
C -5.314 0.459 0.995 -0.100 0.003 0.152
C -4.303 0.433 0.078 0.160 -0.026 0.026
C -2.941 0.333 0.479 -0.185 0.000 -0.085
O -2.047 0.303 -0.458 0.129 0.254 0.096
H 0.087 0.103 3.926 0.000 0.005 0.009
H -1.428 -0.775 4.279 0.006 -0.014 -0.011
H -1.398 0.991 4.331 0.010 0.003 -0.008
H -3.529 0.251 3.848 0.011 0.006 -0.003
H -5.857 0.414 3.096 -0.010 0.002 0.008
H -6.338 0.531 0.649 -0.008 0.001 0.019
H -4.495 0.478 -0.985 -0.008 0.009 -0.011
Cl -1.258 5.176 -5.367 0.011 -0.067 0.025
C -0.889 3.743 -4.470 -0.007 0.076 -0.032
C -0.799 3.785 -3.082 -0.010 -0.006 0.005
Cl -1.033 5.270 -2.232 0.009 -0.036 -0.045
C -0.517 2.630 -2.376 0.059 0.151 0.186
Cl -0.249 2.675 -0.655 0.055 0.212 -0.162
C -0.317 1.381 -2.991 -0.072 -0.284 0.088
O -0.091 0.302 -2.329 0.101 0.184 -0.148
C -0.384 1.376 -4.403 -0.040 0.001 -0.102
Cl -0.108 -0.132 -5.196 -0.009 0.063 0.023
C -0.667 2.528 -5.120 -0.013 -0.013 -0.086
Cl -0.754 2.461 -6.847 0.001 0.008 0.077
F 4.709 1.668 2.819 0.039 -0.002 0.026
C 4.864 2.045 1.540 -0.134 -0.049 -0.048
F 6.192 1.890 1.274 -0.085 0.000 -0.008
F 4.635 3.365 1.475 0.076 0.006 -0.015
C 4.017 1.243 0.582 0.052 0.028 0.165
C 4.651 0.506 -0.377 0.048 -0.131 -0.155
C 3.914 -0.256 -1.292 0.042 0.091 0.118
C 2.554 -0.225 -1.170 -0.053 0.152 0.193
N 1.905 0.489 -0.223 -0.028 -0.172 -0.180
C 2.580 1.253 0.688 0.117 0.132 -0.080
S 1.760 2.195 1.822 0.081 0.141 0.098
H 5.731 0.515 -0.432 0.023 0.017 0.010
H 4.381 -0.849 -2.064 0.043 0.015 0.005
H 1.918 -0.782 -1.842 -0.046 -0.023 -0.011
C -0.289 -3.050 2.091 -0.034 0.081 0.161
Si 0.277 -3.037 0.307 -0.101 0.293 -0.081
C 2.093 -3.466 0.290 0.218 0.085 -0.002
C -0.649 -4.386 -0.587 -0.104 -0.120 -0.101
O -0.011 -1.623 -0.434 0.169 -0.024 0.006
H -0.143 -4.034 2.543 0.000 -0.021 0.006
H -1.350 -2.797 2.167 0.005 0.002 0.004
H 0.280 -2.319 2.671 -0.019 -0.030 0.022
H 2.270 -4.429 0.775 0.010 -0.014 0.008
H 2.670 -2.704 0.822 0.015 -0.028 -0.007
H 2.482 -3.522 -0.729 -0.005 -0.006 -0.007
H -0.473 -5.360 -0.122 -0.015 -0.019 -0.013
H -0.336 -4.442 -1.632 -0.008 -0.005 -0.002
H -1.724 -4.187 -0.572 -0.002 -0.011 -0.009
```
Forces are in eV/Å.

Okay, here come the Löwdin numbers, in e, for every atom: 0.714 -0.005 -0.354 -0.121 -0.082 -0.043 -0.103 -0.086 -0.001 -0.297 -0.146 0.084 0.090 0.092 0.103 0.092 0.100 0.118 0.635 -0.721 -0.696 0.679 -0.516 0.832 -0.448 -0.186 -0.601 0.704 -0.698 0.652 0.112 -0.610 0.090 0.113 -0.134 -0.015 -0.059 -0.134 -0.065 -0.713 0.631 0.116 0.099 0.106 -0.159 0.285 -0.166 -0.171 -0.372 0.030 0.034 0.026 0.026 0.030 0.028 0.024 0.028 0.028

=====

Record 3
Density functional theory data (the ωB97M-V functional and the def2-TZVPD basis) for C23H19F6N6O4PtS2SbTe as an isolated structure.

Calculated values
- E_HOMO (spin up / spin down): -16.4961 / -16.4960 eV
- Multiplicity: 2
- ⟨S²⟩: 0.79
- Net charge: +3
- E_LUMO (spin up / spin down): -10.73 / -11.81 eV

```
63
Properties=species:S:1:pos:R:3:forces:R:3
Pt 0.839 -1.860 2.265 2.854 0.454 -0.916
N 3.760 -2.213 0.311 0.059 -0.048 0.064
C 3.879 -1.816 1.562 -0.220 -0.085 -0.124
N 2.877 -1.648 2.415 -0.397 0.333 0.309
C 3.329 -1.177 3.632 0.458 0.107 -0.240
C 4.688 -0.999 3.719 0.084 -0.053 -0.007
S 5.435 -1.428 2.262 0.133 -0.008 0.004
C 2.342 -0.951 4.590 -0.079 0.109 0.501
C 2.448 -0.344 5.844 0.036 -0.115 -0.073
S 0.951 -0.254 6.596 -0.060 0.066 0.099
C 0.207 -1.045 5.218 0.100 -0.135 -0.124
N 1.086 -1.345 4.250 -1.132 -0.359 0.004
N -1.067 -1.328 5.198 -0.106 -0.040 0.000
H 2.836 -2.298 -0.087 0.024 -0.039 -0.029
H 4.566 -2.379 -0.272 0.011 0.001 -0.005
H 5.265 -0.665 4.568 -0.002 -0.003 -0.015
H 3.341 0.040 6.314 -0.012 0.006 -0.012
H -1.693 -0.996 5.920 0.009 -0.050 0.031
H -1.488 -1.698 4.354 -0.002 0.118 -0.023
O -2.309 -2.274 -2.871 -0.043 -0.112 0.147
C -2.667 -3.219 -1.992 0.082 0.064 -0.146
O -3.529 -4.010 -2.208 -0.070 0.008 0.013
C -1.932 -3.266 -0.681 -0.015 0.038 -0.028
C -2.316 -4.162 0.299 0.036 -0.002 0.128
N -1.485 -4.000 1.339 -0.025 0.022 -0.157
N -0.558 -3.067 1.093 -0.960 -0.591 1.034
C -0.827 -2.608 -0.118 0.147 -0.008 -0.407
C 0.090 -1.541 -0.551 -0.691 -0.238 0.017
O -0.242 -0.883 -1.574 0.320 0.925 0.315
O 1.115 -1.316 0.157 -0.602 -0.311 0.364
H -1.584 -1.733 -2.522 0.077 -0.019 -0.003
H -3.121 -4.880 0.292 0.038 -0.031 -0.016
H -1.479 -4.517 2.205 0.028 -0.008 0.011
Te 0.295 1.423 -1.481 0.948 -0.125 -1.034
C 0.216 1.043 -3.529 -0.335 -0.545 -0.124
C 1.328 1.443 -4.253 0.173 -0.127 0.109
C 1.402 1.083 -5.595 -0.040 0.291 -0.019
C 0.359 0.393 -6.189 -0.008 0.026 -0.075
C -0.750 0.008 -5.447 -0.217 0.224 0.009
C -0.845 0.353 -4.108 0.265 -0.204 -0.053
C -0.799 3.101 -1.712 -0.816 0.685 0.430
C -2.126 3.057 -2.197 0.468 -0.053 0.202
C -2.873 4.211 -2.186 0.077 0.231 -0.176
C -2.299 5.403 -1.740 0.192 -0.008 0.041
C -0.990 5.447 -1.247 -0.260 0.256 -0.462
C -0.222 4.308 -1.241 -0.319 -0.769 0.507
H 2.134 2.013 -3.800 0.059 -0.069 -0.024
H 2.269 1.367 -6.175 -0.019 0.055 -0.004
H 0.391 0.186 -7.250 0.092 -0.170 0.027
H -1.554 -0.543 -5.916 -0.024 0.041 0.008
H -1.712 0.054 -3.534 -0.016 0.039 -0.072
H -2.559 2.130 -2.549 -0.012 -0.014 -0.012
H -3.893 4.201 -2.546 0.013 0.011 -0.012
H -2.869 6.322 -1.801 -0.070 -0.039 0.172
H -0.583 6.379 -0.879 0.043 0.017 -0.109
H 0.795 4.339 -0.867 -0.046 -0.034 0.134
F 0.678 0.952 1.956 0.397 -0.104 -0.226
Sb -1.175 1.238 2.133 -0.133 0.300 1.202
F -1.365 -0.674 2.491 -0.127 0.328 -0.357
F -1.224 0.797 0.233 -0.158 -0.203 -0.563
F -3.014 1.366 2.250 -0.036 -0.015 -0.209
F -0.900 3.021 1.683 -0.095 0.015 -0.179
F -0.872 1.457 3.970 -0.073 -0.040 0.155
```
Forces are in eV/Å.

Okay, here come the Löwdin numbers, in e, for every atom: 1.249 0.187 -0.583 -0.061 -0.300 -0.236 1.236 -0.282 -0.221 1.260 -0.589 -0.071 0.208 0.100 0.142 0.116 0.118 0.155 0.115 0.140 -0.459 0.184 0.000 0.069 0.076 -0.068 -0.151 -0.534 -0.140 -0.132 0.052 0.168 0.183 2.092 -0.447 -0.115 -0.040 -0.028 -0.025 -0.120 -0.482 -0.080 -0.024 0.011 -0.030 -0.110 0.107 0.126 0.127 0.130 0.094 0.110 0.130 0.132 0.130 0.111 -0.380 1.400 -0.407 -0.433 -0.284 -0.300 -0.324

=====

Record 4
Density functional theory data (the ωB97M-V functional and the def2-TZVPD basis) for the molecule C23H19N5O.

Calculated values
- E_HOMO: -8.0123 eV
- E_LUMO: 0.29 eV

```
48
Properties=species:S:1:pos:R:3:forces:R:3
N -0.740 2.091 2.477 0.512 0.061 -0.951
N -1.017 0.248 3.875 -0.013 -1.898 0.632
N 3.620 -2.132 1.520 0.288 0.742 0.027
N -2.312 -1.486 -0.292 0.007 -0.256 0.554
O 1.414 -2.569 1.981 -0.422 0.538 -0.831
C -1.408 1.400 3.409 1.377 0.324 -1.413
C 4.661 -1.284 1.385 -0.680 0.377 -0.097
C 0.379 1.554 1.966 -0.576 -0.479 1.173
C 0.099 -0.347 3.396 -0.843 2.845 -0.239
C -1.211 -2.285 -0.100 -0.402 2.226 -1.759
C 2.408 -1.652 1.834 1.097 0.662 -0.063
C -2.172 -0.400 -1.049 1.549 0.294 -0.587
C 4.514 0.107 1.539 0.226 -1.016 -0.231
C -0.554 3.011 -3.790 -0.722 -0.439 0.989
C -1.862 3.495 -3.614 0.303 -0.227 0.174
C 3.265 0.611 1.876 -0.004 -1.090 -0.460
C -0.170 1.825 -3.153 0.657 0.765 -0.776
C -2.769 2.825 -2.800 -0.197 -0.754 0.106
C 0.135 -0.962 -1.604 -0.250 -0.095 0.421
C 0.891 0.330 2.462 -0.907 -0.532 -0.305
C 2.155 -0.266 2.021 1.380 0.494 -0.031
C -0.951 -0.110 -1.687 0.561 0.416 -0.664
C -1.094 1.150 -2.388 0.317 -0.525 0.047
C -2.398 1.626 -2.187 1.173 -1.181 0.138
C 0.022 -2.059 -0.753 -0.331 0.399 0.554
N -3.042 0.654 -1.395 -1.462 0.151 0.747
C -4.317 0.889 -0.711 0.245 0.886 -0.511
C 1.360 -3.518 0.904 0.497 -1.263 -0.580
C 1.185 -2.992 -0.549 0.208 0.255 0.808
H -2.347 1.840 3.683 -0.290 -0.022 0.617
H 5.650 -1.697 1.099 -0.868 0.072 0.297
H 0.866 2.092 1.149 -0.043 -0.080 0.261
H 0.383 -1.283 3.799 0.122 -0.763 0.331
H -1.322 -3.131 0.535 -0.335 -0.408 0.472
H 5.382 0.737 1.352 -0.299 0.017 0.210
H 0.134 3.620 -4.325 0.522 0.121 -0.507
H -2.152 4.418 -4.120 -0.022 -0.286 0.239
H 3.183 1.684 1.966 -0.404 0.008 0.226
H 0.855 1.434 -3.263 -0.609 0.250 0.037
H -3.779 3.134 -2.693 -0.699 0.615 -0.007
H 1.062 -0.785 -2.160 -0.306 0.056 0.266
H -4.692 1.915 -0.946 0.402 -0.860 0.076
H -5.071 0.172 -1.006 -0.124 -0.207 -0.046
H -4.154 0.841 0.355 -0.076 -0.115 0.374
H 2.284 -4.118 0.943 -0.283 0.249 -0.116
H 0.555 -4.221 1.119 -0.120 0.334 0.365
H 2.160 -2.574 -0.883 -0.798 -0.099 -0.028
H 0.909 -3.834 -1.180 0.641 -0.560 0.061
```
Forces are in eV/Å.

Okay, here come the Löwdin numbers, in e, for every atom: 0.075 0.084 0.136 0.140 -0.036 -0.225 -0.114 -0.064 -0.035 -0.054 -0.291 -0.222 -0.069 -0.087 -0.084 -0.009 -0.024 -0.019 0.043 -0.142 -0.085 -0.102 -0.136 -0.142 -0.214 -0.026 -0.013 -0.175 -0.119 0.099 0.114 0.119 0.109 0.100 0.101 0.086 0.104 0.113 0.117 0.089 0.127 0.093 0.082 0.080 0.116 0.116 0.121 0.122